Record 1
58
Properties=species:S:1:pos:R:3:nbo_charge:R:1 method="wB97M-V/def2-TZVPD" largest_force_ev_per_a=0.8 homo_lumo_gap_ha=0.2400 relative_energy_kj_mol=39.53 total_charge=+2
Sn 1.684 1.794 -2.367 1.95
O 4.675 3.475 -4.042 -0.84
S 3.875 3.192 -2.920 2.53
O 4.094 3.845 -1.665 -0.95
O 3.698 1.646 -2.679 -1.02
O 2.285 3.425 -3.280 -1.02
S -0.758 1.771 -2.031 0.02
C -0.773 0.280 -1.176 0.15
N -1.851 -0.093 -0.558 -0.27
C -1.925 -1.381 0.155 -0.25
C -0.595 -1.670 0.781 -0.25
N 0.443 -1.619 -0.265 -0.26
C 1.475 -2.695 -0.172 -0.26
C 0.844 -4.027 -0.476 -0.02
C 0.442 -4.321 -1.778 -0.24
C -0.151 -5.541 -2.059 -0.18
C -0.337 -6.472 -1.044 -0.17
C 0.068 -6.185 0.251 -0.18
C 0.656 -4.960 0.537 -0.24
C 0.408 -0.712 -1.189 0.13
S 1.565 -0.656 -2.454 0.04
C -3.083 0.724 -0.464 -0.26
C -3.218 1.300 0.926 0.00
C -4.472 1.328 1.523 -0.21
C -4.629 1.887 2.784 -0.18
C -3.533 2.406 3.455 -0.18
C -2.277 2.374 2.863 -0.18
C -2.118 1.826 1.600 -0.26
H -2.223 -2.156 -0.555 0.25
H -2.692 -1.280 0.921 0.27
H -0.584 -2.672 1.202 0.28
H -0.341 -0.944 1.557 0.25
H 1.849 -2.655 0.852 0.24
H 2.283 -2.448 -0.856 0.25
H 0.612 -3.612 -2.581 0.21
H -0.452 -5.775 -3.071 0.24
H -0.787 -7.430 -1.268 0.24
H -0.066 -6.915 1.037 0.24
H 0.991 -4.745 1.546 0.22
H -3.909 0.045 -0.685 0.25
H -3.065 1.487 -1.238 0.25
H -5.332 0.921 1.003 0.23
H -5.608 1.909 3.242 0.24
H -3.656 2.837 4.439 0.24
H -1.422 2.781 3.388 0.23
H -1.134 1.827 1.140 0.19
C 1.287 4.541 -0.176 -0.68
C 2.100 3.365 0.221 0.50
N 2.016 2.121 -0.277 -0.68
C 2.985 1.358 0.385 -0.09
C 3.582 2.128 1.312 -0.03
N 2.993 3.372 1.204 -0.47
H 0.927 4.453 -1.199 0.25
H 1.889 5.447 -0.127 0.28
H 0.429 4.649 0.490 0.26
H 3.175 0.328 0.133 0.23
H 4.363 1.918 2.021 0.26
H 3.295 4.206 1.688 0.46

---

Record 2
7
Properties=species:S:1:pos:R:3:nbo_charge:R:1 method="wB97M-V/def2-TZVPD" largest_force_ev_per_a=3.5 homo_lumo_gap_ha="0.3198 / 0.3154" relative_energy_kj_mol=303.86
C -0.187 -0.047 -0.577 0.18
N 0.711 -0.114 0.713 0.48
O 1.091 -1.233 0.934 -0.31
O 0.925 0.865 1.396 -0.28
F -2.091 0.667 0.292 -0.53
Cl -0.668 -1.504 -1.309 0.25
Cl 0.220 1.366 -1.449 0.22

---

Record 3
15
Properties=species:S:1:pos:R:3:nbo_charge:R:1 method="wB97M-V/def2-TZVPD" largest_force_ev_per_a=0.4 smiles="CN(C)CC=O" homo_lumo_gap_ha=0.3561 relative_energy_kj_mol=182.40
C -1.298 -0.603 0.413 -0.41
N -0.203 0.293 0.109 -0.44
C -0.642 1.476 -0.599 -0.40
C 0.985 -0.362 -0.418 -0.32
C 1.765 -0.848 0.794 0.45
O 2.715 -0.262 1.248 -0.51
H -1.846 -0.943 -0.487 0.17
H -2.012 -0.098 1.074 0.20
H -0.933 -1.488 0.944 0.20
H -1.313 2.046 0.054 0.20
H 0.213 2.116 -0.837 0.21
H -1.186 1.256 -1.536 0.16
H 1.617 0.368 -0.932 0.22
H 0.766 -1.190 -1.117 0.18
H 1.371 -1.762 1.289 0.10

---

Record 4
71
Properties=species:S:1:pos:R:3:mulliken_spin:R:1 method="wB97M-V/def2-TZVPD" multiplicity=6 largest_force_ev_per_a=3.7 homo_lumo_gap_ha="0.2236 / 0.2134" relative_energy_kj_mol=0.00 total_charge=+1 s2=8.828
Fe 0.489 -0.925 -0.943 3.09
C 1.345 2.766 0.237 0.29
C 0.654 2.568 -0.992 0.16
C -0.828 3.410 0.565 0.01
C 0.433 3.303 1.177 0.25
C -0.692 3.005 -0.800 0.19
C 2.783 2.500 0.506 0.00
H 3.289 1.961 -0.320 0.00
H 2.950 1.937 1.455 -0.01
H 3.250 3.496 0.628 0.01
C 0.867 3.931 2.432 -0.02
H 1.658 3.362 2.917 0.00
H 0.021 4.020 3.102 0.01
H 1.266 4.941 2.235 0.02
C -1.971 4.143 1.128 0.03
H -1.895 5.227 0.951 0.00
H -2.000 3.961 2.192 0.00
H -2.899 3.797 0.690 0.00
C -1.660 3.209 -1.906 -0.01
H -1.583 4.280 -2.189 0.03
H -2.707 3.022 -1.597 0.00
H -1.438 2.583 -2.798 0.00
C 1.334 2.472 -2.311 0.01
H 1.567 3.533 -2.542 0.00
H 0.715 2.063 -3.132 0.00
H 2.285 1.904 -2.291 0.00
C 1.296 -3.521 0.567 0.01
C 2.390 -2.947 -0.050 0.08
C 2.806 -3.091 -1.463 -0.04
C 1.609 -3.053 -2.484 0.06
C 0.362 -2.216 -2.204 0.02
C -0.668 -2.626 -1.286 -0.21
C -0.774 -4.052 -0.844 0.01
C 0.433 -4.587 -0.035 0.01
H 3.325 -4.034 -1.704 -0.01
H 1.173 -4.066 -2.635 0.00
H 3.475 -2.266 -1.712 -0.01
H 1.038 -5.252 -0.680 0.00
H 1.213 -3.421 1.674 0.00
H 3.162 -2.529 0.623 0.00
H 0.045 -5.219 0.790 0.00
H -1.677 -4.156 -0.216 0.00
H -1.712 -2.309 -1.445 0.00
H -0.948 -4.753 -1.697 -0.01
H 1.949 -2.607 -3.451 0.02
H 0.247 -1.345 -2.870 -0.03
P 0.339 -0.329 2.015 0.43
P -2.237 0.114 -0.119 0.12
C -0.915 -1.679 1.705 0.07
C -2.350 -1.305 1.081 -0.01
H -1.090 -2.105 2.724 0.00
H -0.474 -2.511 1.085 -0.04
H -2.743 -2.227 0.584 0.00
H -3.068 -1.057 1.900 0.00
C -3.696 1.057 0.448 0.00
H -3.532 2.055 0.039 0.00
H -3.714 1.056 1.548 0.00
H -4.582 0.568 0.001 0.00
C -2.791 -0.299 -1.841 0.00
H -3.623 -1.012 -1.876 0.00
H -1.939 -0.679 -2.428 0.00
H -3.099 0.652 -2.292 0.00
C 1.637 -0.997 3.105 0.01
H 2.558 -0.384 3.005 0.00
H 1.856 -2.018 2.801 0.00
H 1.299 -0.943 4.149 0.00
C 1.564 -0.296 0.589 0.44
H 1.482 0.564 -0.104 -0.28
H 1.541 -1.382 0.059 -0.14
H 2.582 -0.406 0.933 0.01
I -0.981 1.146 3.620 0.44

---

Record 5
27
Properties=species:S:1:pos:R:3:nbo_charge:R:1 method="wB97M-V/def2-TZVPD" largest_force_ev_per_a=0.5 smiles=O.O.O.O.O.O.O.O.O homo_lumo_gap_ha=0.3845 relative_energy_kj_mol=313.98
O -0.465 -0.132 -1.337 -0.94
H -0.875 0.113 -0.499 0.46
H -0.973 -0.895 -1.633 0.49
O -0.438 -3.871 0.077 -0.93
H -0.118 -2.964 0.006 0.46
H -1.170 -3.814 0.701 0.47
O 2.246 -1.876 -0.802 -0.92
H 1.918 -0.970 -0.834 0.45
H 1.676 -2.309 -0.157 0.47
O 2.071 2.135 -1.347 -0.92
H 1.731 2.065 -0.448 0.46
H 1.941 1.254 -1.716 0.47
O -3.420 -1.175 -1.069 -0.93
H -4.214 -0.629 -1.092 0.48
H -2.712 -0.551 -0.872 0.45
O 0.394 -1.637 1.870 -0.95
H -0.224 -1.196 2.463 0.48
H 1.110 -1.001 1.761 0.48
O 4.184 -0.023 0.530 -0.93
H 3.374 0.074 0.016 0.45
H 4.820 -0.379 -0.100 0.48
O 0.206 4.462 0.455 -0.93
H 1.075 4.336 0.853 0.47
H -0.410 4.208 1.152 0.46
O -4.242 1.396 0.592 -0.94
H -3.654 1.845 -0.026 0.47
H -3.828 1.535 1.451 0.47

---

Record 6
74
Properties=species:S:1:pos:R:3:lowdin_charge:R:1 method="wB97M-V/def2-TZVPD" largest_force_ev_per_a=1.0 smiles="Cc1ccc(Cc2cccc3c2C(=O)c2ccccc2C3=O)cc1.COC[C@@H](C)N.COC[C@@H](C)N" homo_lumo_gap_ha=0.2999 relative_energy_kj_mol=0.00
C -3.878 -2.881 -3.907 -0.05
C -2.455 -2.869 -3.404 -0.28
C -2.091 -2.033 -2.354 -0.03
C -0.781 -2.029 -1.887 -0.02
C 0.180 -2.859 -2.457 -0.22
C 1.596 -2.852 -1.907 -0.08
C 1.590 -3.454 -0.518 -0.13
C 1.508 -4.842 -0.388 -0.01
C 1.465 -5.463 0.849 -0.05
C 1.488 -4.690 2.004 0.00
C 1.547 -3.310 1.898 -0.08
C 1.612 -2.680 0.643 -0.03
C 1.675 -1.190 0.633 -0.29
O 2.351 -0.551 -0.131 0.12
C 0.831 -0.542 1.670 -0.09
C 0.129 0.631 1.433 0.00
C -0.665 1.149 2.449 -0.06
C -0.741 0.513 3.685 -0.05
C -0.022 -0.649 3.935 0.01
C 0.758 -1.175 2.910 -0.09
C 1.515 -2.439 3.103 -0.31
O 2.039 -2.726 4.142 0.14
C -0.190 -3.691 -3.507 -0.04
C -1.499 -3.698 -3.980 -0.04
H -4.309 -3.874 -3.811 0.08
H -4.482 -2.201 -3.316 0.07
H -3.917 -2.586 -4.951 0.08
H -2.805 -1.379 -1.877 0.11
H -0.500 -1.373 -1.075 0.11
H 1.922 -1.824 -1.849 0.08
H 2.257 -3.446 -2.531 0.12
H 1.476 -5.449 -1.282 0.12
H 1.400 -6.534 0.954 0.11
H 1.454 -5.169 2.970 0.12
H 0.190 1.126 0.476 0.12
H -1.240 2.053 2.312 0.10
H -1.367 0.921 4.463 0.09
H -0.057 -1.151 4.888 0.12
H 0.560 -4.336 -3.941 0.11
H -1.773 -4.343 -4.802 0.11
C -0.854 4.588 4.520 -0.10
O -1.594 3.494 5.029 -0.21
C -2.185 3.699 6.299 -0.21
C -3.532 4.437 6.271 -0.43
C -3.407 5.940 6.039 -0.07
N -4.455 3.877 5.280 0.04
H -0.347 5.136 5.319 0.09
H -1.489 5.272 3.952 0.08
H -0.101 4.186 3.841 0.08
H -2.358 2.698 6.703 0.12
H -1.474 4.198 6.971 0.12
H -3.983 4.297 7.257 0.13
H -3.193 6.174 4.996 0.06
H -4.343 6.436 6.293 0.08
H -2.617 6.372 6.657 0.08
H -4.634 2.901 5.498 0.07
H -3.974 3.853 4.385 0.07
C 4.167 -0.034 -6.318 -0.11
O 4.165 0.160 -4.917 -0.19
C 3.704 1.424 -4.479 -0.21
C 2.177 1.548 -4.369 -0.43
C 1.473 1.705 -5.713 -0.07
N 1.580 0.422 -3.647 0.05
H 4.410 0.890 -6.851 0.09
H 3.206 -0.417 -6.672 0.07
H 4.930 -0.779 -6.545 0.09
H 4.127 1.555 -3.480 0.12
H 4.120 2.219 -5.113 0.12
H 1.979 2.454 -3.790 0.13
H 1.415 0.761 -6.255 0.06
H 0.450 2.049 -5.561 0.07
H 1.984 2.433 -6.346 0.08
H 1.972 0.385 -2.708 0.06
H 1.908 -0.434 -4.087 0.07

---

Record 7
82
Properties=species:S:1:pos:R:3:mulliken_spin:R:1 method="wB97M-V/def2-TZVPD" multiplicity=2 largest_force_ev_per_a=3.2 homo_lumo_gap_ha="0.1801 / 0.2145" relative_energy_kj_mol=455.59 s2=0.781
Pt -0.103 0.755 0.272 0.32
C -0.995 -0.333 3.844 0.04
Si 0.112 0.784 2.699 0.18
C 0.171 2.474 3.638 0.01
C 1.899 0.049 2.806 0.02
C 2.367 -0.512 3.991 -0.01
C 3.680 -0.927 4.127 0.00
C 4.554 -0.793 3.059 0.00
C 4.088 -0.292 1.857 0.00
C 2.773 0.134 1.715 -0.01
Si 2.265 0.820 -0.030 -0.01
C 3.236 -0.323 -1.274 0.00
C 3.158 2.527 -0.178 0.00
H -1.100 0.125 4.823 0.00
H -0.571 -1.325 3.978 0.00
H -1.991 -0.449 3.427 0.00
H 0.767 2.387 4.542 0.00
H -0.832 2.781 3.922 0.00
H 0.592 3.256 3.016 0.00
H 1.688 -0.615 4.827 0.00
H 4.029 -1.338 5.066 0.00
H 5.593 -1.079 3.159 0.00
H 4.763 -0.209 1.016 0.00
H 4.243 0.059 -1.417 0.00
H 2.754 -0.352 -2.246 0.00
H 3.318 -1.341 -0.896 0.00
H 4.175 2.448 0.199 0.00
H 2.646 3.303 0.383 0.00
H 3.201 2.834 -1.218 0.00
C 0.814 5.013 -4.205 0.00
C 1.041 4.373 -2.848 0.00
O 0.974 2.958 -2.948 0.01
P -0.250 2.147 -2.295 0.06
S -0.012 0.357 -3.273 0.15
S -0.332 3.407 -0.031 0.19
O -1.454 2.931 -3.061 0.00
C -2.786 2.938 -2.586 0.00
C -3.477 4.204 -3.062 0.00
H 0.907 6.093 -4.115 0.00
H -0.186 4.772 -4.554 0.00
H 1.540 4.640 -4.924 0.00
H 0.289 4.741 -2.142 0.00
H 2.038 4.614 -2.465 0.00
H -2.789 2.897 -1.491 0.00
H -3.308 2.054 -2.970 0.00
H -3.014 5.078 -2.613 0.00
H -4.523 4.162 -2.768 0.00
H -3.404 4.290 -4.144 0.00
C 1.233 -4.655 -0.673 0.00
N 0.979 -4.490 0.827 0.00
C -0.401 -5.069 1.107 0.00
N -1.393 -4.469 0.303 0.01
C -1.082 -4.637 -1.106 0.00
N 0.208 -4.062 -1.432 0.00
C 0.202 -2.607 -1.360 0.02
P -0.223 -1.909 0.338 -0.01
C 1.024 -3.059 1.226 0.01
C -1.669 -3.082 0.643 0.02
H 1.273 -5.733 -0.867 0.00
H 2.196 -4.195 -0.907 0.00
H 1.682 -5.020 1.352 0.00
H -0.622 -4.917 2.166 0.00
H -0.348 -6.143 0.894 0.00
H -1.852 -4.151 -1.705 0.00
H -1.069 -5.707 -1.340 0.00
H -0.501 -2.212 -2.094 0.00
H 1.181 -2.223 -1.654 0.00
H 0.821 -2.978 2.299 0.00
H 2.026 -2.656 1.051 0.00
H -2.532 -2.738 0.070 0.00
H -1.935 -3.028 1.702 0.00
F -6.225 -0.172 -0.390 0.00
C -4.892 0.090 -0.352 0.00
C -4.059 -0.542 -1.252 0.00
C -2.694 -0.300 -1.182 0.02
C -2.159 0.542 -0.211 -0.02
C -3.040 1.201 0.644 0.01
C -4.406 0.981 0.585 0.00
H -4.472 -1.207 -1.997 0.00
H -2.059 -0.757 -1.927 -0.01
H -2.661 1.905 1.373 0.00
H -5.080 1.485 1.261 0.00

---

Record 8
21
Properties=species:S:1:pos:R:3:mulliken_spin:R:1 method="wB97M-V/def2-TZVPD" multiplicity=2 largest_force_ev_per_a=2.0 homo_lumo_gap_ha="0.2013 / 0.3604" relative_energy_kj_mol=75.01 s2=0.753
C 0.587 0.838 1.094 0.02
N 1.527 1.251 2.126 0.00
C 1.508 2.707 2.339 0.00
H -0.438 0.868 1.466 -0.01
H 0.669 1.409 0.155 0.00
H 0.777 -0.212 0.848 -0.02
H 2.434 1.017 1.752 0.00
H 1.580 3.265 1.397 0.00
H 2.401 2.939 2.916 0.00
H 0.589 2.997 2.843 0.00
C -1.909 0.249 -0.983 -0.02
N -1.155 -0.743 -1.732 0.18
C -0.745 -1.901 -1.149 0.75
N 0.034 -2.841 -1.804 0.11
H -2.870 0.420 -1.458 0.01
H -1.344 1.178 -0.895 0.00
H -1.975 -0.105 0.042 0.01
H -0.821 -0.527 -2.652 -0.02
H -1.092 -2.194 -0.169 0.00
H 0.600 -2.658 -2.612 0.00
H 0.086 -3.776 -1.484 -0.01

---

Record 9
22
Properties=species:S:1:pos:R:3:nbo_charge:R:1 method="wB97M-V/def2-TZVPD" largest_force_ev_per_a=6.1 smiles="CO[C@H](C=O)[n+]1ccn(C)c1" homo_lumo_gap_ha=0.3876 relative_energy_kj_mol=141.21 total_charge=+1
C -0.685 2.725 -0.562 -0.25
O -1.463 1.639 -1.032 -0.52
C -0.625 0.535 -1.525 0.14
C -1.582 -0.441 -2.346 0.43
O -1.273 -1.598 -2.452 -0.45
N 0.149 -0.044 -0.444 -0.32
C 1.492 -0.039 -0.308 -0.01
C 1.806 -0.698 0.856 -0.06
N 0.674 -1.170 1.374 -0.26
C 0.506 -2.014 2.496 -0.42
C -0.335 -0.768 0.630 0.25
H -1.111 3.658 -0.992 0.22
H 0.300 2.574 -0.835 0.17
H -0.842 2.655 0.535 0.19
H 0.157 0.782 -2.298 0.21
H -2.500 0.164 -2.421 0.17
H 2.162 0.512 -1.102 0.27
H 2.761 -0.959 1.175 0.25
H 1.451 -2.731 2.501 0.25
H 0.703 -1.248 3.366 0.24
H -0.417 -2.494 2.591 0.25
H -1.330 -1.038 0.792 0.24

---

Record 10
16
Properties=species:S:1:pos:R:3:nbo_charge:R:1 method="wB97M-V/def2-TZVPD" largest_force_ev_per_a=0.9 homo_lumo_gap_ha="0.3000 / 0.2621" relative_energy_kj_mol=521.88
C -1.972 -0.098 0.223 -0.48
C 0.323 1.184 0.677 -0.20
C 1.095 1.594 -0.528 -0.68
N 0.934 -2.086 -0.254 -0.62
C -1.098 -1.018 -0.294 -0.05
N 0.218 -0.914 -0.096 -0.26
H 1.918 -1.981 -0.048 0.36
H 0.591 -2.896 0.257 0.34
H -1.452 -1.858 -0.897 0.19
H -2.969 0.003 -0.189 0.20
H -1.823 0.312 1.207 0.20
H -0.480 1.851 0.961 0.18
H 0.860 0.805 1.535 0.18
H 0.549 1.330 -1.439 0.23
H 1.248 2.681 -0.538 0.22
H 2.059 1.091 -0.577 0.21

---

Record 11
18
Properties=species:S:1:pos:R:3:nbo_charge:R:1 method="wB97M-V/def2-TZVPD" largest_force_ev_per_a=4.6 homo_lumo_gap_ha="0.2023 / 0.3242" relative_energy_kj_mol=494.69
C 2.488 -0.184 -0.455 -0.05
C 1.655 -0.836 0.730 -0.73
C -1.169 0.086 0.079 -0.22
C -1.574 0.985 1.131 -0.69
C -1.874 0.234 -1.228 -0.65
O 2.713 1.039 -0.201 -0.42
P -0.054 -1.244 0.364 0.69
H 3.319 -0.843 -0.608 0.18
H 1.801 -0.471 -1.402 0.08
H 2.285 -1.690 1.158 0.26
H 1.569 -0.180 1.596 0.25
H -2.679 0.931 1.345 0.22
H -1.458 2.073 0.889 0.23
H -0.966 1.003 2.002 0.22
H -2.832 -0.219 -1.161 0.22
H -1.255 -0.178 -1.911 0.22
H -1.983 1.259 -1.408 0.22
H 0.014 -1.765 -0.921 -0.04

---

Record 12
23
Properties=species:S:1:pos:R:3:nbo_charge:R:1 method="wB97M-V/def2-TZVPD" largest_force_ev_per_a=0.6 smiles="C=C(N)N(O)C(C)(C)C" homo_lumo_gap_ha=0.3200 relative_energy_kj_mol=287.88
C -1.337 -2.097 0.184 -0.55
C -0.109 -1.653 -0.086 0.34
N 0.739 -2.239 -1.017 -0.83
N 0.389 -0.513 0.581 -0.21
O 1.788 -0.654 0.845 -0.60
C 0.008 0.835 0.100 0.12
C -0.790 0.760 -1.204 -0.63
C 1.248 1.702 -0.139 -0.61
C -0.854 1.466 1.202 -0.60
H -1.744 -2.949 -0.329 0.20
H -1.969 -1.590 0.886 0.21
H 0.564 -3.214 -1.203 0.38
H 1.714 -2.024 -0.862 0.40
H 1.859 -0.688 1.809 0.48
H -1.027 1.766 -1.541 0.21
H -1.717 0.214 -1.061 0.22
H -0.211 0.259 -1.976 0.22
H 0.938 2.675 -0.509 0.21
H 1.900 1.239 -0.875 0.22
H 1.811 1.845 0.779 0.21
H -1.741 0.863 1.374 0.21
H -0.295 1.528 2.132 0.20
H -1.163 2.467 0.913 0.20

---

| no. | total energy (eV) |
| --- | --- |
| 1 | -75677.3534 |
| 2 | -34377.5671 |
| 3 | -7830.4295 |
| 4 | -86637.6316 |
| 5 | -18718.8813 |
| 6 | -42896.2165 |
| 7 | -98192.1600 |
| 8 | -8842.5777 |
| 9 | -14503.6860 |
| 10 | -7285.2107 |
| 11 | -16694.5375 |
| 12 | -11474.7864 |